[1]
The following is a DFT calculation (ωB97M-V/def2-TZVPD) of a 2-piece molecular cluster, C4H10NS overall at a distorted geometry.

Element x y z (Å)
C -1.206 1.296 1.760
C -1.395 1.380 0.514
C 0.066 1.423 2.626
C 0.798 -1.035 -1.977
N -0.471 -0.927 -1.383
S 1.422 -2.836 -2.081
H -2.070 1.110 2.414
H -1.297 1.440 -0.597
H 0.279 2.480 2.850
H 0.749 1.032 1.985
H -0.199 0.847 3.470
H 0.747 -0.705 -2.960
H 1.583 -0.444 -1.500
H -1.212 -1.275 -1.818
H -0.360 -1.128 -0.365
H 2.566 -2.657 -2.939

As for the multiplicity: 1. Its charge is +1. For the HOMO energy, the calculation gives -11.70 eV. For the HOMO-LUMO gap, the calculation gives 3.99 eV. The energy relative to the best compared isomer or geometry (same formula, charge and spin) is 129.9 kcal/mol.

[2]
The following is a DFT calculation (ωB97M-V/def2-TZVPD) of an isolated ion of composition C4H10NS and charge +1 at a distorted geometry.

Element x y z (Å)
C 1.256 -2.491 2.194
C 1.072 -0.648 0.388
C -1.369 1.694 -1.471
C -0.786 0.981 -0.206
N 0.323 0.137 -0.685
S 0.616 -2.182 0.770
H 1.451 -3.497 2.390
H 1.435 -1.743 2.994
H 1.256 0.208 1.081
H -0.703 2.113 -2.139
H -1.948 0.974 -2.184
H -2.033 2.482 -1.394
H -1.342 0.326 0.346
H -0.292 1.592 0.457
H 0.965 0.630 -1.197
H 0.098 -0.576 -1.344

As for the multiplicity: 3. Its charge is +1. For the HOMO energy (alpha / beta), the calculation gives -11.11 / -15.48 eV. For the HOMO-LUMO gap (alpha / beta), the calculation gives 7.88 / 9.68 eV. The energy relative to the best compared isomer or geometry (same formula, charge and spin) is 24.7 kcal/mol.

[3]
The following is a DFT calculation (ωB97M-V/def2-TZVPD) of a 2-piece molecular cluster, C4H10O overall.

Element x y z (Å)
C 1.959 1.078 0.061
C 0.986 0.267 -0.344
O -0.300 0.661 -0.227
C -1.332 -0.250 -0.565
C -2.428 0.022 0.445
H 1.754 2.011 0.579
H 2.989 0.784 -0.099
H 1.180 -0.742 -0.730
H -0.938 -1.271 -0.502
H -1.670 -0.091 -1.600
H -3.345 -0.556 0.295
H -2.662 1.089 0.395
H -2.020 -0.171 1.441
H 2.883 -1.098 0.546
H 2.976 -1.761 0.245

As for the multiplicity: 1. The SMILES is C=COCC.[H][H]. For the HOMO energy, the calculation gives -8.68 eV. For the HOMO-LUMO gap, the calculation gives 9.84 eV. The energy relative to the best compared isomer or geometry (same formula, charge and spin) is 53.3 kcal/mol.

[4]
The following is a DFT calculation (ωB97M-V/def2-TZVPD) of C4H10O as an isolated structure.

Element x y z (Å)
C -1.799 0.802 0.277
O -0.527 0.804 0.666
C 0.370 -0.001 0.154
C 0.278 -0.354 -1.300
C 1.705 0.059 0.831
H -1.652 -1.024 0.649
H -2.005 0.692 -0.783
H -2.404 1.484 0.863
H -0.908 -1.361 0.678
H 0.279 0.561 -1.917
H -0.633 -0.911 -1.545
H 1.139 -0.961 -1.591
H 2.184 -0.925 0.811
H 1.586 0.368 1.872
H 2.387 0.766 0.335

As for the multiplicity: 1. For the HOMO energy, the calculation gives -7.39 eV. For the HOMO-LUMO gap, the calculation gives 8.48 eV. The energy relative to the best compared isomer or geometry (same formula, charge and spin) is 98.4 kcal/mol.

[5]
The following is a DFT calculation (ωB97M-V/def2-TZVPD) of a single C4H10O molecule at a distorted geometry.

Element x y z (Å)
C -0.158 -0.367 1.419
C 0.259 0.069 0.088
C -0.673 1.149 -0.495
C 0.167 -1.065 -0.912
O 1.645 0.541 0.390
H 0.514 -0.005 2.192
H 0.010 -1.456 1.683
H -1.097 0.007 1.552
H -1.704 0.830 -0.219
H -0.773 1.141 -1.616
H -0.382 2.222 -0.215
H 0.466 -2.007 -0.459
H 0.675 -0.863 -1.771
H -0.921 -1.043 -1.212
H 1.972 0.847 -0.425

As for the multiplicity: 1. The SMILES is CC(C)(C)O. For the HOMO energy, the calculation gives -10.28 eV. For the HOMO-LUMO gap, the calculation gives 11.19 eV. The energy relative to the best compared isomer or geometry (same formula, charge and spin) is 28.8 kcal/mol.

[6]
The following is a DFT calculation (ωB97M-V/def2-TZVPD) of a single C4H10O molecule.

Element x y z (Å)
C 0.481 1.475 -1.574
C 0.568 0.813 -0.201
C -0.418 -0.340 -0.033
C -0.216 -1.143 1.249
O -1.038 -2.290 1.176
H 0.668 0.748 -2.374
H -0.509 1.911 -1.747
H 1.222 2.276 -1.673
H 1.594 0.450 -0.042
H 0.383 1.561 0.581
H -0.333 -1.030 -0.885
H -1.450 0.028 -0.040
H 0.846 -1.415 1.358
H -0.477 -0.542 2.135
H -1.322 -2.503 2.070

As for the multiplicity: 1. The SMILES is CCCCO. For the HOMO energy, the calculation gives -10.26 eV. For the HOMO-LUMO gap, the calculation gives 11.28 eV. The energy relative to the best compared isomer or geometry (same formula, charge and spin) is 7.8 kcal/mol.

[7]
The following is a DFT calculation (ωB97M-V/def2-TZVPD) of a single C4H10O molecule.

Element x y z (Å)
C 2.005 0.099 -0.150
C 0.673 -0.578 0.163
C -0.529 0.338 -0.058
C -1.826 -0.445 -0.233
O -0.574 1.184 1.087
H 2.012 1.124 0.236
H 2.183 0.139 -1.231
H 2.845 -0.436 0.305
H 0.560 -1.492 -0.432
H 0.635 -0.875 1.218
H -0.358 0.950 -0.960
H -1.839 -0.954 -1.205
H -1.932 -1.200 0.553
H -2.699 0.217 -0.189
H -1.156 1.929 0.895

As for the multiplicity: 1. The SMILES is CC[C@@H](C)O. For the HOMO energy, the calculation gives -10.28 eV. For the HOMO-LUMO gap, the calculation gives 11.30 eV. The energy relative to the best compared isomer or geometry (same formula, charge and spin) is 4.1 kcal/mol.

[8]
The following is a DFT calculation (ωB97M-V/def2-TZVPD) of a 2-piece molecular cluster, C4H10O overall at a distorted geometry.

Element x y z (Å)
C 2.079 -1.705 -0.125
C 1.979 -1.204 1.105
H 2.491 -1.102 -0.927
H 1.365 -2.462 -0.433
H 2.348 -0.229 1.404
H 1.606 -1.783 1.938
C -1.624 -0.281 -0.125
C -1.256 1.021 -0.878
O -0.902 2.060 0.022
H -0.659 -0.784 -0.037
H -2.205 -0.921 -0.786
H -2.074 -0.023 0.824
H -0.469 0.829 -1.610
H -2.171 1.361 -1.367
H -0.298 1.689 0.669

As for the multiplicity: 1. The SMILES is C=C.CCO. For the HOMO energy, the calculation gives -10.28 eV. For the HOMO-LUMO gap, the calculation gives 11.26 eV. The energy relative to the best compared isomer or geometry (same formula, charge and spin) is 42.5 kcal/mol.